1.
The following is a DFT calculation (ωB97M-V/def2-TZVPD) of a molecular structure, C3H9N.

Values from the calculation:
E_HOMO ... -7.64 eV
Lowest unoccupied orbital energy ... 0.5 eV
HOMO-LUMO gap ... 8.1 eV

Structure (ORCA input):
```
! wB97M-V def2-TZVPD RIJCOSX def2/J DEFGRID3
* xyz 0 1
N 0.093 1.293 -1.471
C -0.731 -0.914 -0.392
C 0.355 -0.980 0.496
C 0.470 0.019 1.484
H 1.012 -1.847 0.573
H 0.311 2.037 -0.810
H -0.431 1.787 -2.184
H 1.226 0.078 2.268
H -0.552 0.427 -0.921
H -0.432 0.601 1.679
H -0.620 -1.593 -1.227
H -1.677 -1.165 0.109
H 0.976 0.257 0.396
*
```



2.
The following is a DFT calculation (ωB97M-V/def2-TZVPD) of 2 unconnected molecules or ions with the total composition C3H9N.

Values from the calculation:
E_HOMO (spin up / spin down) ... -13.31 / -13.31 eV
Lowest unoccupied orbital energy (spin up / spin down) ... -6.5 / -10.7 eV
HOMO-LUMO gap (spin up / spin down) ... 6.8 / 2.6 eV

Structure (ORCA input):
```
! wB97M-V def2-TZVPD RIJCOSX def2/J DEFGRID3
* xyz 1 2
N -4.009 -4.180 -1.450
C 2.069 2.599 2.035
C -3.434 -3.933 -2.514
C 2.587 2.288 0.599
H 1.957 2.890 -0.053
H -4.613 -3.419 -1.079
H 2.356 1.253 0.373
H 3.650 2.455 0.773
H 0.989 2.448 2.138
H 2.307 3.573 2.451
H -3.598 -3.112 -3.225
H 2.379 1.807 2.727
H -2.641 -4.669 -2.774
*
```



3.
The following is a DFT calculation (ωB97M-V/def2-TZVPD) of a gas-phase ion, C3H9N (charge +1).

Values from the calculation:
E_HOMO (spin up / spin down) ... -16.19 / -16.90 eV
Lowest unoccupied orbital energy (spin up / spin down) ... -3.3 / -7.7 eV
HOMO-LUMO gap (spin up / spin down) ... 12.9 / 9.2 eV

Structure (ORCA input):
```
! wB97M-V def2-TZVPD RIJCOSX def2/J DEFGRID3
* xyz 1 2
N 0.104 -0.634 0.128
C 0.998 1.514 -0.627
C -0.090 0.716 -0.035
C -0.931 -1.644 0.578
H 0.846 -1.127 -0.362
H -0.429 -2.611 0.806
H 0.443 2.530 -1.016
H 1.510 1.181 -1.494
H -0.983 0.721 -0.656
H -1.414 -1.019 1.489
H -1.796 -1.972 -0.140
H -0.464 1.237 0.867
H 1.696 1.984 0.121
*
```



4.
The following is a DFT calculation (ωB97M-V/def2-TZVPD) of a gas-phase ion, C3H9N2 (charge +1).

Values from the calculation:
E_HOMO ... -14.73 eV
Lowest unoccupied orbital energy ... -5.1 eV
SMILES string ... C=[N+](C)CN
HOMO-LUMO gap ... 9.6 eV

Structure (ORCA input):
```
! wB97M-V def2-TZVPD RIJCOSX def2/J DEFGRID3
* xyz 1 1
N 1.671 0.519 0.158
N -0.573 -0.158 0.066
C -0.805 -0.367 -1.381
C 0.780 -0.548 0.565
C -1.298 0.601 0.794
H 0.644 -0.708 1.638
H -0.877 0.979 1.725
H 2.616 0.378 0.516
H -1.838 -0.204 -1.660
H 0.997 -1.516 0.111
H -0.014 0.171 -1.913
H 1.395 1.401 0.582
H -2.251 0.844 0.324
H -0.447 -1.390 -1.525
*
```



Relative energy (zero: lowest compared OMol25 entry of this formula, charge and spin) (computed, kcal/mol): 113.56, 77.11, 25.70, 38.39
Largest force on an atom (computed, eV/Å): 3.61, 3.58, 5.00, 2.01